The following is a DFT calculation (ωB97M-V/def2-TZVPD) of a cluster of 2 separate species, C3H6F2N2 in total at a distorted geometry.

Computed properties:
ΔE to the lowest compared entry with this formula, charge and spin	6.255	eV
total charge	0
LUMO energy (spin up / spin down)	0.0166 / 0.0167	hartree
electronic energy	-11617.079	eV

Positions of all 13 atoms, in Å:
C  -1.1599  0.2911  0.3617
C  -0.6325  -0.3480  -0.8973
C  0.9969  -0.2979  0.6208
N  -0.0096  0.3473  1.2460
N  0.5636  -0.9589  -0.4439
F  2.1048  -0.6242  1.2934
F  1.4093  -1.3908  -1.4459
H  -1.4091  1.3356  0.1153
H  -1.8566  -0.1961  0.9535
H  -1.2574  -1.0683  -1.3233
H  -0.3947  0.3741  -1.7251
H  1.4038  1.4372  -0.6047
H  0.2414  1.0991  1.8493

Forces on the atoms, in the same order (eV/Å):
C 1.2 2.9 -0.2
C 0.4 0.9 -1.5
C 2.7 3.5 -0.2
N 1.0 -2.1 0.5
N -0.3 -2.4 -0.1
F -1.2 0.0 -0.9
F -0.1 0.7 0.9
H -0.5 -0.4 0.2
H -2.1 -1.1 0.1
H -1.2 -1.2 -0.4
H 0.0 -0.2 1.0
H 0.2 -1.1 0.7
H -0.1 0.4 0.0